[1]
A structure of composition H39O19 in a non-equilibrium geometry. Source: OMol25; level of theory: wB97M-V/def2-TZVPD.

Computed properties:
Electronic energy in Ha: -1452.53081
ΔE to the lowest compared entry with this formula, charge and spin in kcal/mol: 130.12
HOMO level in eV: -13.57
Total charge: +1

Geometry (Å):
O  1.63221  -2.82021  -3.09535
H  2.54009  0.25300  -2.45608
H  2.13422  -2.36086  -3.75769
O  0.06613  0.47817  2.96591
H  -0.94970  0.39615  3.28576
H  0.35137  1.35723  3.15004
O  -3.24102  1.56599  1.58915
H  -3.21637  2.01924  2.45530
H  -4.03152  2.01007  1.08544
O  1.24061  -1.03931  1.39490
H  1.02412  -1.68583  2.26029
H  0.81691  -0.18311  1.39943
O  2.66103  -2.55136  -0.31971
H  3.41779  -2.49754  0.09534
H  2.57289  -3.56546  -0.53405
O  1.31370  -0.21127  -4.44324
H  1.37235  0.75003  -4.36402
H  1.75127  -0.52270  -3.57265
O  -0.70854  2.02067  0.90533
H  0.19056  1.99514  0.96425
H  -0.86062  2.81589  0.45883
O  2.10211  -0.22095  -1.89474
H  2.66076  -1.01010  -1.42009
O  2.32989  2.67940  -2.15634
H  2.99408  2.67781  -2.79661
H  2.28194  3.54204  -1.78422
O  2.55868  2.38434  2.99511
H  3.45432  2.72026  2.69909
H  -2.68805  3.08008  -2.75711
O  -2.69276  -3.01964  2.92503
H  -2.98872  -3.03499  2.08759
H  -1.77644  -3.30313  3.07919
O  -3.05185  0.36820  -2.86323
H  -3.64846  0.93607  -2.21690
H  -2.09926  0.56777  -2.82121
O  -3.85023  -1.93729  -1.67407
H  2.42019  1.80970  2.25017
H  1.53103  -3.72500  -3.12363
O  0.44274  -1.88291  -0.74402
H  0.83593  -1.51696  -1.61639
H  0.99121  -1.42858  0.27475
O  3.96189  -0.81054  2.94018
H  3.59721  -0.86849  3.78926
H  3.80144  0.11047  2.76939
O  0.27234  -2.36984  3.05223
H  -2.82396  -1.20031  -0.40616
H  0.86320  -2.98892  3.38099
O  -2.03477  -1.16593  0.23717
H  -0.24995  -1.79754  3.72441
H  -2.32375  -0.33413  0.62799
O  -1.88705  3.02999  -2.24830
H  -1.06640  3.39076  -2.48102
H  -3.73931  -1.55176  -2.47212
O  -1.74619  4.69528  0.25380
H  -1.83387  3.88714  -0.19663
H  -2.26946  4.44130  1.06902
H  -3.93485  -2.85488  -1.41932
H  -0.47107  -1.52264  -0.53044

[2]
A structure of composition H39O19 in a non-equilibrium geometry. Source: OMol25; level of theory: wB97M-V/def2-TZVPD.

Computed properties:
Electronic energy in Ha: -1452.46804
ΔE to the lowest compared entry with this formula, charge and spin in kcal/mol: 169.51
HOMO level in eV: -12.43
Total charge: +1

Geometry (Å):
O  -2.52263  -3.42732  -0.81700
H  -2.48919  -3.10428  -1.65990
H  -1.69766  -3.86510  -0.72421
O  1.38734  -2.50728  -2.29276
H  0.68454  -2.95063  -2.34267
H  2.13350  -2.65533  -2.83551
O  0.86692  -0.92488  4.23190
H  1.17778  0.06586  3.88499
H  0.64475  -1.40842  3.53990
O  -3.54736  1.69748  -2.19188
H  -4.14451  1.59663  -2.97241
H  -3.86378  1.08194  -1.54405
O  -0.67109  -2.85614  0.53114
H  0.17734  -3.27415  0.95546
H  -1.42759  -3.02399  0.86740
O  -2.80312  -0.11850  1.02118
H  -2.88478  -0.99802  0.81033
H  -2.69252  -0.12076  1.94845
O  2.75594  0.10873  2.11239
H  3.28118  -0.77118  2.18658
H  3.10845  0.89070  2.50457
O  -2.31594  -0.07298  3.96060
H  -2.84596  -0.89791  3.79289
O  0.00874  2.39020  -1.32783
H  0.19991  3.37050  -1.42826
H  -0.75804  2.28673  -0.68898
O  2.29311  0.78438  -2.16948
H  1.41292  1.03113  -2.39677
H  -0.77473  2.89188  -3.53874
O  2.48531  -4.22090  0.89437
H  2.20715  -4.95794  0.42522
H  3.31292  -3.79090  0.56526
O  -2.77268  2.79790  1.46675
H  -2.67811  2.17056  2.13842
H  -3.33288  3.53837  1.73724
O  -0.66556  -0.63858  2.05294
H  2.86901  0.96769  -2.93767
H  -0.16925  0.75002  -1.26590
O  0.76352  2.03266  1.07274
H  1.36834  1.73223  0.49650
H  0.54463  2.88501  1.05301
O  -0.40483  -0.47479  -2.99221
H  0.43451  -0.89217  -2.68559
H  -0.69882  -1.13806  -3.66963
O  1.90067  -0.90347  -0.18246
H  0.72128  -0.42931  -0.26815
H  2.50575  -0.70345  -1.07139
O  -0.32083  0.26528  -0.49158
H  1.61751  -1.77150  -0.30828
H  -1.13002  -0.22286  -0.55355
O  -0.02865  3.26389  -3.94615
H  0.57499  2.57272  -4.02488
H  -0.23194  0.15635  2.00411
O  3.48949  3.17265  -0.77675
H  3.15202  3.98006  -0.93397
H  3.42477  2.82394  0.05692
H  -1.13575  -0.68092  2.92929
H  -1.78450  -0.08215  4.70674

[3]
A cluster of 20 separate species, H39O20 in total in a non-equilibrium geometry. Source: OMol25; level of theory: wB97M-V/def2-TZVPD.

Computed properties:
Electronic energy in Ha: -1528.18246
ΔE to the lowest compared entry with this formula, charge and spin in kcal/mol: 111.61
HOMO level in eV: -7.16
Total charge: -1

Geometry (Å):
O  0.44013  -4.14057  -0.93082
H  0.12478  -0.97590  2.43263
O  3.50387  2.38675  3.55070
H  3.49609  3.28445  3.19732
H  2.60469  2.19422  3.24228
O  3.95308  -0.90927  -4.00482
H  -3.55430  3.37715  -2.85113
H  4.29764  -0.09283  -3.65684
O  -4.53658  -1.74132  1.20239
H  -4.83123  -1.51906  0.32421
H  -0.28945  2.30683  0.95250
O  -0.85818  2.77017  1.63588
H  -1.28723  0.43733  -1.49741
H  3.01575  -1.06791  -4.08059
O  -2.00382  -4.59460  0.28559
H  0.38306  -3.65842  -1.76683
H  1.39515  -4.28283  -0.88428
O  -4.51746  -2.75629  -3.22175
H  -3.79812  -3.20436  -3.67524
H  -4.09219  -1.93952  -2.97013
O  -0.33917  5.34435  0.77934
H  -1.19321  -5.02244  0.52678
H  4.76286  -2.35432  0.15010
O  1.19766  -1.01469  -1.80359
H  0.54869  -0.34727  -1.52618
H  1.28919  -1.61902  -1.06346
O  0.69390  -0.20745  2.34339
H  0.13892  0.49950  2.01829
H  5.54140  -1.98444  -1.25560
O  -1.71686  -0.25105  -2.09938
H  -3.85857  -1.25448  1.67675
H  -1.01706  -0.73472  -2.52585
O  0.06933  1.41766  -0.38609
H  -3.83077  1.83696  2.52447
H  -1.75345  -3.70069  0.03860
O  4.37281  -0.23237  -0.90218
H  4.19374  0.68845  -0.70319
H  -0.47819  4.42858  1.05012
O  -2.61827  3.35405  -3.06385
H  -1.01782  5.67571  0.19292
H  -2.65856  2.67526  -3.75113
O  3.40076  -2.64378  3.07426
H  2.83044  -1.87934  2.89130
H  4.14217  -2.39850  2.50581
O  -1.91063  -0.19728  0.57358
H  -2.66828  -0.37812  0.02399
H  1.45377  1.14571  0.10094
O  -3.64658  0.88304  2.50990
H  -1.55270  0.66928  0.74550
H  -2.88554  0.94129  1.94770
O  5.39274  -2.56791  -0.51562
H  -1.39841  2.29743  2.24575
H  0.25414  1.54565  -1.31582
O  -3.27160  3.61877  1.08259
H  -3.76041  3.65762  0.26039
H  -2.31541  3.54866  0.90458
O  2.47139  1.12362  0.31023
H  2.91277  1.31844  1.13272
H  3.58476  -0.76830  -0.85948

What did the second record say?
A structure of composition H39O19 in a non-equilibrium geometry. Source: OMol25; level of theory: wB97M-V/def2-TZVPD.

Computed properties:
Electronic energy in Ha: -1452.46804
ΔE to the lowest compared entry with this formula, charge and spin in kcal/mol: 169.51
HOMO level in eV: -12.43
Total charge: +1

Geometry (Å):
O  -2.52263  -3.42732  -0.81700
H  -2.48919  -3.10428  -1.65990
H  -1.69766  -3.86510  -0.72421
O  1.38734  -2.50728  -2.29276
H  0.68454  -2.95063  -2.34267
H  2.13350  -2.65533  -2.83551
O  0.86692  -0.92488  4.23190
H  1.17778  0.06586  3.88499
H  0.64475  -1.40842  3.53990
O  -3.54736  1.69748  -2.19188
H  -4.14451  1.59663  -2.97241
H  -3.86378  1.08194  -1.54405
O  -0.67109  -2.85614  0.53114
H  0.17734  -3.27415  0.95546
H  -1.42759  -3.02399  0.86740
O  -2.80312  -0.11850  1.02118
H  -2.88478  -0.99802  0.81033
H  -2.69252  -0.12076  1.94845
O  2.75594  0.10873  2.11239
H  3.28118  -0.77118  2.18658
H  3.10845  0.89070  2.50457
O  -2.31594  -0.07298  3.96060
H  -2.84596  -0.89791  3.79289
O  0.00874  2.39020  -1.32783
H  0.19991  3.37050  -1.42826
H  -0.75804  2.28673  -0.68898
O  2.29311  0.78438  -2.16948
H  1.41292  1.03113  -2.39677
H  -0.77473  2.89188  -3.53874
O  2.48531  -4.22090  0.89437
H  2.20715  -4.95794  0.42522
H  3.31292  -3.79090  0.56526
O  -2.77268  2.79790  1.46675
H  -2.67811  2.17056  2.13842
H  -3.33288  3.53837  1.73724
O  -0.66556  -0.63858  2.05294
H  2.86901  0.96769  -2.93767
H  -0.16925  0.75002  -1.26590
O  0.76352  2.03266  1.07274
H  1.36834  1.73223  0.49650
H  0.54463  2.88501  1.05301
O  -0.40483  -0.47479  -2.99221
H  0.43451  -0.89217  -2.68559
H  -0.69882  -1.13806  -3.66963
O  1.90067  -0.90347  -0.18246
H  0.72128  -0.42931  -0.26815
H  2.50575  -0.70345  -1.07139
O  -0.32083  0.26528  -0.49158
H  1.61751  -1.77150  -0.30828
H  -1.13002  -0.22286  -0.55355
O  -0.02865  3.26389  -3.94615
H  0.57499  2.57272  -4.02488
H  -0.23194  0.15635  2.00411
O  3.48949  3.17265  -0.77675
H  3.15202  3.98006  -0.93397
H  3.42477  2.82394  0.05692
H  -1.13575  -0.68092  2.92929
H  -1.78450  -0.08215  4.70674